# 1
Here is an isolated ion of composition C15H12Cl2NO4S and charge -1 in a non-equilibrium geometry from the Open Molecules 2025 dataset. Energies are from ωB97M-V with the def2-TZVPD basis set.

Geometry as XYZ:
```
35
Properties=species:S:1:pos:R:3:forces:R:3
H 5.573 -0.276 1.885 -0.36 -0.06 -0.22
Cl 2.801 1.722 3.781 -0.30 -0.71 -0.46
H 2.966 -1.825 2.892 2.49 0.82 0.06
O 1.385 -1.232 1.173 -0.15 0.33 0.49
C 2.472 0.047 3.112 -0.76 -0.53 3.81
C -1.093 1.560 1.940 -0.18 -0.06 0.34
H -3.389 -1.517 2.457 0.45 0.22 -0.28
H -0.942 -1.826 2.163 0.24 0.13 -0.10
H 4.183 -2.979 7.257 0.62 0.14 -0.11
H 7.241 -0.260 6.043 0.77 -0.01 -0.06
C 4.504 -1.295 4.340 0.82 0.35 0.98
H -2.917 2.708 2.162 0.11 0.14 -0.21
C -2.471 1.728 2.083 -0.26 -0.55 0.00
N 4.621 -1.757 0.817 0.95 -1.58 0.39
C 3.778 -0.960 3.089 -3.13 -2.61 -3.78
C -1.337 -0.819 2.111 -0.43 0.03 0.37
C -0.502 0.294 1.967 -0.38 0.37 0.88
H 3.175 -2.905 4.993 0.76 0.93 0.52
C -2.730 -0.665 2.254 -0.03 0.31 -0.06
S 1.307 0.116 1.687 0.43 -0.90 -2.69
H 6.159 -1.589 7.832 0.25 0.33 0.59
C 4.698 -2.344 6.523 -2.24 0.18 -0.23
C 4.023 -2.228 5.281 0.42 0.21 -0.30
Cl -5.037 0.810 2.444 0.64 -0.06 -0.13
O 3.835 -2.763 0.794 0.04 1.19 0.27
C 5.810 -0.742 4.567 -1.13 -0.60 -0.04
H 6.357 -0.294 3.737 -0.36 0.18 0.42
O 1.596 1.224 0.801 0.06 -0.18 1.08
O 5.495 -1.671 -0.120 -0.81 0.65 0.86
C 6.391 -0.867 5.814 -0.68 1.23 0.12
C -3.303 0.612 2.208 0.79 -0.26 0.32
C 4.709 -0.931 1.903 -0.47 0.40 -0.41
C 5.721 -1.479 6.866 0.32 -1.81 -0.88
H -0.491 2.447 1.855 0.30 0.05 -0.08
H 1.801 -0.540 3.919 1.20 1.74 -1.46
```
Positions in Å, forces in eV/Å.

Output
Structure (SMILES) ... O=S(=O)(c1ccc(Cl)cc1)[C@H](Cl)[C@@H](C=[N+]([O-])[O-])c1ccccc1
Charge ... -1
Calculated total energy ... -61305.401 eV

---

# 2
Here is C15H12ClN2O3Tc as an isolated structure in a non-equilibrium geometry from the Open Molecules 2025 dataset. Energies are from ωB97M-V with the def2-TZVPD basis set.

Geometry as XYZ:
```
34
Properties=species:S:1:pos:R:3:forces:R:3
C 3.868 -0.973 0.029 0.08 1.12 -0.04
C 5.745 0.529 -0.138 -0.23 0.06 -0.07
C 5.248 -0.750 -0.081 -0.33 -0.26 0.07
N 0.712 0.913 -0.197 2.10 0.65 -0.51
H 2.833 2.261 -0.043 -0.01 0.15 -0.04
H 6.812 0.685 -0.205 0.06 0.00 0.01
C -0.676 -3.401 0.444 0.31 0.33 -0.27
O -2.689 -0.934 0.759 -0.81 -1.00 0.88
H -3.394 3.094 -1.126 0.08 0.08 -0.02
C -1.514 1.383 -0.406 0.46 -0.06 0.03
C -5.707 0.872 -0.064 0.35 0.16 -0.11
C -5.162 2.046 -0.588 -0.01 0.01 0.00
C 3.519 1.430 -0.061 0.28 0.07 0.04
C -3.481 -0.009 0.302 -1.41 2.35 -1.13
C -4.878 -0.138 0.376 0.72 -0.37 0.22
C 1.550 -0.048 0.119 -0.57 1.59 -0.40
C -3.798 2.189 -0.699 0.06 -0.10 0.04
H -1.197 2.334 -0.822 0.20 -0.05 0.08
H 2.479 -2.259 0.262 0.53 -0.01 -0.04
C 4.882 1.628 -0.119 -0.24 0.05 -0.02
H -6.779 0.752 -0.004 -0.03 -0.01 0.04
H -5.285 -1.048 0.791 -0.02 -0.06 0.05
C -2.910 1.179 -0.271 -0.96 -0.82 0.27
H -1.249 -3.598 1.371 -0.18 0.22 0.06
N -0.552 0.550 -0.060 -1.78 -0.76 0.29
O 1.025 -1.175 0.538 0.48 -0.91 0.34
Cl 0.884 -4.140 0.611 -0.01 0.02 0.06
H -1.173 -3.842 -0.419 -0.13 0.30 -0.01
H -5.817 2.842 -0.904 -0.02 0.08 -0.09
C 2.985 0.139 0.021 0.32 -0.75 0.14
O 3.446 -2.227 0.120 -0.42 -0.81 0.06
Tc -0.912 -1.298 0.717 1.12 -1.31 0.07
H 5.901 -1.609 -0.104 0.01 -0.07 0.03
H 5.286 2.626 -0.148 0.00 0.13 -0.03
```
Positions in Å, forces in eV/Å.

Output
Multiplicity ... 4
⟨S²⟩ ... 3.85
Charge ... +1
Energy above the lowest of the compared OMol25 structures with the same formula, charge and spin ... 0.635 eV

---

# 3
Here is C15H12ClNO5S2W as an isolated structure in a non-equilibrium geometry from the Open Molecules 2025 dataset. Energies are from ωB97M-V with the def2-TZVPD basis set.

Geometry as XYZ:
```
37
Properties=species:S:1:pos:R:3:forces:R:3
C 4.591 3.140 -0.454 -0.11 -0.05 -0.01
C 4.444 2.144 0.524 -0.02 -0.09 0.01
O 6.032 4.457 -1.745 0.04 -0.09 0.12
C -5.312 -4.364 -2.010 -0.03 0.04 -0.24
C -3.601 -3.637 -0.267 0.15 -0.01 0.15
H 1.527 2.943 -1.888 0.07 0.09 -0.06
C 3.252 1.478 0.665 0.20 -0.30 0.46
C 2.351 2.753 -1.213 -0.17 -0.02 -0.08
C 0.758 1.379 2.880 -0.09 0.06 0.42
H -5.351 -5.484 -0.456 -0.10 -0.12 -0.15
O -5.549 -5.531 -1.403 0.03 -0.01 0.22
H 6.490 3.525 1.091 0.14 0.15 -0.10
O 0.671 -2.682 0.927 0.26 -0.28 -0.17
H 3.160 0.668 1.378 0.02 0.05 0.05
S 0.661 1.041 -0.227 -0.62 -0.38 0.38
C 5.880 3.912 -0.693 -0.19 0.14 -0.35
C -2.885 -2.637 0.374 0.23 -0.61 0.25
C -4.566 -3.319 -1.215 -0.04 0.12 -0.10
H 1.664 1.036 3.371 0.02 0.16 -0.02
H -2.150 -2.903 1.123 -0.01 0.02 -0.05
H 0.676 2.460 2.789 0.03 -0.06 0.13
C -4.837 -1.989 -1.514 0.10 0.20 0.11
H -3.381 -4.672 -0.038 0.05 -0.01 0.03
O 6.782 3.957 0.276 0.05 -0.16 0.32
O -5.646 -4.148 -3.137 0.06 -0.02 0.21
C -4.154 -0.982 -0.852 -0.26 -0.03 -0.30
H 5.285 1.854 1.138 -0.02 -0.04 0.08
N 0.249 -1.637 1.103 -0.16 0.07 0.28
W -0.335 0.043 1.605 1.02 0.61 0.06
H 3.708 4.169 -2.098 -0.06 -0.01 -0.03
H -4.370 0.058 -1.058 -0.05 0.00 -0.03
C 3.540 3.427 -1.330 -0.04 0.04 0.01
S -2.365 0.080 0.794 -0.98 -0.33 -0.37
H -5.581 -1.767 -2.266 0.00 0.06 -0.01
C 2.171 1.786 -0.179 0.21 0.24 -0.39
Cl -0.645 0.765 3.939 0.39 -0.16 -0.70
C -3.163 -1.322 0.067 -0.11 0.74 -0.14
```
Positions in Å, forces in eV/Å.

Output
Charge ... +2
Energy above the lowest of the compared OMol25 structures with the same formula, charge and spin ... 1.523 eV

---

# 4
Here is C15H12CoF9N3O8SbSe4 as an isolated structure in a non-equilibrium geometry from the Open Molecules 2025 dataset. Energies are from ωB97M-V with the def2-TZVPD basis set.

Geometry as XYZ:
```
53
Properties=species:S:1:pos:R:3:forces:R:3
F 1.337 -3.424 4.231 -0.30 -0.13 0.19
Se -0.463 4.171 2.818 -0.45 0.03 0.25
C -3.868 1.865 2.561 0.21 0.35 0.21
O 0.756 -1.446 2.113 -0.40 -0.19 0.20
F 0.115 -4.077 2.036 -0.20 0.05 0.04
F 2.516 -1.124 0.285 0.21 -0.06 -0.07
H -5.040 0.115 0.595 -0.10 0.04 -0.01
O -2.074 -1.007 1.359 -0.72 -0.09 0.60
N -3.413 0.760 1.745 -0.16 0.01 -0.09
N -1.753 3.196 -3.632 0.19 0.61 0.79
C -1.385 -0.511 -3.429 -0.02 -0.01 -0.35
C 2.196 -2.622 3.591 0.13 -0.14 0.32
H -2.218 -0.041 4.224 -0.20 0.00 0.07
Sb -0.555 3.417 0.471 0.78 0.33 -0.63
O -2.140 3.991 -4.471 -0.12 0.22 -0.32
C -1.520 -0.863 -4.764 -0.09 0.24 -0.42
C -2.396 -0.031 2.083 0.40 -0.76 -0.28
F 1.046 -3.455 0.206 -0.06 0.03 -0.37
H -1.960 2.233 -6.101 -0.01 -0.01 0.06
C -1.647 0.272 3.350 0.27 -0.06 0.04
C -1.803 1.468 -5.355 -0.04 0.14 -0.30
C 2.953 -1.825 1.338 0.15 0.21 -0.52
H -4.894 2.096 2.287 -0.07 -0.02 0.01
H -3.833 1.604 3.614 -0.04 -0.04 0.13
O -0.503 -1.310 -1.385 -0.36 -0.35 -2.06
F 3.744 -1.024 2.049 0.11 0.26 0.23
C -4.070 0.605 0.467 0.03 -0.23 -0.45
C -1.455 0.825 -3.049 -0.11 0.26 -0.09
Se 1.113 4.682 -0.793 -0.13 -0.41 0.22
Se -0.182 0.920 0.387 0.72 9.49 -0.53
H -4.198 1.587 0.008 0.01 -0.07 0.08
C 1.735 -2.334 2.151 0.13 -0.07 -0.08
H -3.270 2.771 2.397 -0.13 -0.23 0.03
H -1.361 1.110 -2.008 0.16 -0.06 0.08
O -1.491 -2.774 -2.710 -0.43 -0.29 -0.72
F 2.130 -4.677 1.617 0.19 -0.26 0.07
F 3.387 -3.250 3.627 0.35 -0.16 -0.03
H -1.469 -1.903 -5.051 -0.01 -0.01 0.07
H -3.462 -0.023 -0.187 -0.01 0.11 0.16
Se -2.823 4.241 -0.019 -0.01 -0.09 0.65
F 2.315 -1.519 4.316 -0.05 0.34 0.06
N -1.836 -0.232 -7.096 -0.18 -0.55 -2.00
C -1.674 1.806 -4.018 0.11 -1.58 -0.29
C -1.140 -1.638 -2.449 0.60 -0.25 1.31
F 3.728 -2.809 0.854 0.32 -0.21 -0.11
O -2.054 0.655 -7.924 0.16 -0.61 0.60
H -0.721 -0.302 3.329 -0.07 0.05 -0.04
C -1.718 0.128 -5.728 0.20 0.40 2.04
Co -0.166 -1.048 0.385 -0.51 -6.35 1.78
C 1.265 -3.656 1.510 -0.13 -0.54 0.09
O -1.718 -1.421 -7.400 -0.09 0.91 0.22
H -1.408 1.334 3.440 -0.08 -0.04 -0.03
O -1.427 3.487 -2.500 -0.11 -0.24 -0.81
```
Positions in Å, forces in eV/Å.

Output
Multiplicity ... 5
⟨S²⟩ ... 6.04
Charge ... -2
Energy above the lowest of the compared OMol25 structures with the same formula, charge and spin ... 1.857 eV

---

# 5
Here is a 2-piece molecular cluster, C15H12F6N overall in a non-equilibrium geometry from the Open Molecules 2025 dataset. Energies are from ωB97M-V with the def2-TZVPD basis set.

Geometry as XYZ:
```
34
Properties=species:S:1:pos:R:3:forces:R:3
F 6.149 0.420 0.960 -1.04 0.75 -0.60
C -1.256 -0.377 0.155 -1.10 0.55 -0.32
C 1.491 0.950 0.662 -0.09 -0.03 -0.37
H 2.323 -2.244 -0.259 0.00 0.29 -0.04
C 5.243 1.275 0.390 2.10 0.79 0.00
N -0.055 -2.831 -1.889 0.03 -0.30 -0.56
F 5.680 1.524 -0.890 -0.61 -0.29 1.33
H 2.925 2.543 0.929 -0.11 -0.28 0.13
F -5.701 1.542 -0.936 0.67 -0.29 1.32
C 1.279 -0.394 0.212 1.04 0.43 0.19
H -0.913 -3.363 -2.020 0.25 0.02 -0.13
C -1.497 1.012 -0.096 0.09 -0.22 -0.02
C -3.665 -0.650 0.546 0.04 -0.03 -0.02
H -2.951 2.605 -0.145 0.11 -0.26 -0.06
F -5.249 2.471 1.017 0.10 -1.16 -0.74
C -2.771 1.543 0.015 0.15 0.02 -0.14
C -5.232 1.286 0.330 -1.92 0.90 0.04
C 2.766 1.495 0.683 -0.21 -0.04 0.02
C 0.014 -1.006 0.045 0.05 0.12 1.54
C 2.449 -1.190 -0.012 -0.53 -0.07 -0.13
C -2.392 -1.183 0.480 0.54 -0.18 -0.44
H -0.694 1.667 -0.443 -0.31 -0.32 0.11
H 0.663 1.572 1.005 0.29 -0.32 -0.14
C 3.863 0.694 0.380 -0.30 -0.14 -0.05
F -6.142 0.462 0.931 1.06 0.73 -0.61
H 0.018 -2.092 -0.087 -0.05 0.54 0.25
H 0.737 -3.409 -2.166 -0.30 0.04 -0.10
H -2.255 -2.255 0.639 0.02 0.33 0.02
H -4.524 -1.278 0.762 0.20 0.08 0.01
H -0.088 -2.028 -2.514 -0.01 -0.27 -0.10
C -3.850 0.707 0.297 0.32 -0.27 0.24
H 4.598 -1.263 -0.126 -0.22 0.08 0.06
C 3.717 -0.655 0.064 -0.02 -0.05 0.00
F 5.319 2.451 1.081 -0.26 -1.16 -0.73
```
Positions in Å, forces in eV/Å.

Output
Charge ... +1
Energy above the lowest of the compared OMol25 structures with the same formula, charge and spin ... 0.249 eV

---

# 6
Here is C15H12I2N2O10RhSTm as an isolated structure in a non-equilibrium geometry from the Open Molecules 2025 dataset. Energies are from ωB97M-V with the def2-TZVPD basis set.

Geometry as XYZ:
```
44
Properties=species:S:1:pos:R:3:forces:R:3
C -1.587 4.335 -1.605 -0.03 0.11 0.02
H -0.759 4.829 -2.128 -0.15 -0.07 0.17
O 1.728 4.235 -0.690 -1.40 -3.71 0.03
H -1.234 4.009 -0.622 -0.09 0.05 -0.09
O 0.941 -0.426 1.831 -0.76 -1.45 -2.31
O -1.185 -0.160 3.207 -0.28 2.05 -5.17
O 1.813 -5.819 4.711 -1.29 2.29 -1.26
C -1.237 0.245 2.110 -0.76 -2.10 7.66
C 2.377 0.628 0.168 5.42 -1.73 2.97
S -1.787 1.517 -2.097 0.28 -1.43 1.47
C 1.304 3.173 -0.720 1.58 4.50 0.04
Tm 0.458 0.895 -1.245 -0.32 -1.13 0.62
H -2.063 4.359 -4.281 0.04 -0.07 -0.08
H -0.662 3.284 -4.020 -0.08 0.18 -0.03
H 2.493 -2.676 -0.413 -0.08 -0.26 0.21
Rh -1.807 0.850 0.424 0.56 -1.71 -2.98
O 4.697 -5.691 0.838 1.16 -1.00 -0.09
O -0.025 -1.012 -0.147 0.47 1.15 0.11
I -4.157 -0.330 0.230 -0.20 -0.01 0.03
I 2.034 0.823 -3.510 1.14 -0.06 -1.84
C -2.200 2.477 1.049 -3.33 6.67 3.52
C 2.555 -4.825 2.273 -0.04 0.01 0.06
O 3.313 0.247 0.725 -3.54 1.79 -2.36
H 3.131 -5.657 2.679 -0.19 0.09 0.21
N 4.097 -4.712 0.347 -1.73 4.14 -3.48
H -4.096 2.331 -2.956 -0.14 0.24 0.00
C -3.711 3.136 -2.323 -0.11 0.40 -0.36
C -1.751 3.374 -3.929 -0.20 -0.35 -0.02
C -2.188 3.223 -2.467 -0.92 0.92 -0.21
O -2.636 3.453 1.542 2.44 -4.82 -2.56
C 1.063 -2.685 1.214 1.87 -0.50 0.87
C 1.482 -4.291 3.012 0.25 0.75 -1.93
C 0.658 -1.288 0.960 -0.64 1.11 1.09
H -2.375 5.085 -1.430 0.39 -0.13 -0.04
H -4.003 2.929 -1.289 -0.02 0.20 -0.04
C 2.167 -3.164 0.506 0.11 -0.48 -0.36
H -2.216 2.597 -4.541 0.01 0.24 -0.15
C 2.902 -4.256 1.031 -1.13 0.23 1.40
O 0.240 -4.277 4.963 1.94 -0.89 -1.78
C 0.764 -3.196 2.494 0.43 -0.79 0.34
H -4.132 4.088 -2.638 -0.29 0.01 0.03
H 0.012 -2.714 3.113 0.09 -0.24 0.04
O 4.425 -4.108 -0.695 0.16 -2.73 3.15
N 1.155 -4.834 4.322 -0.63 -1.47 3.11
```
Positions in Å, forces in eV/Å.

Output
Multiplicity ... 7
⟨S²⟩ ... 12.02
Charge ... +4
Energy above the lowest of the compared OMol25 structures with the same formula, charge and spin ... 2.213 eV